<one>
The following is a DFT calculation (ωB97M-V/def2-TZVPD) of a cluster of 2 separate species, C6H14N2O2 in total.

The value obtained for the LUMO energy is 0.537 eV. As for the SMILES: CNC(C)=O.CNC(C)=O. The value obtained for the HOMO energy is -9.6 eV. The HOMO-LUMO gap comes out at 0.3734 Ha. Its charge is 0.

```
24
Properties=species:S:1:pos:R:3:nbo_charge:R:1
C -2.783 -1.140 -0.584 -0.42
N -1.350 -1.505 -0.515 -0.63
C -0.762 -1.816 0.664 0.67
C 0.616 -2.413 0.536 -0.73
O -1.266 -1.601 1.746 -0.62
H -2.973 -0.157 -0.169 0.21
H -3.063 -1.341 -1.606 0.20
H -3.324 -1.863 0.021 0.21
H -0.851 -1.549 -1.384 0.40
H 1.299 -1.713 1.018 0.24
H 0.689 -3.208 1.282 0.25
H 0.926 -2.807 -0.413 0.22
C 0.144 2.339 -1.594 -0.41
N 0.572 1.537 -0.453 -0.63
C 1.494 2.049 0.415 0.67
C 2.011 1.110 1.469 -0.72
O 1.949 3.167 0.253 -0.62
H -0.583 1.748 -2.140 0.19
H -0.312 3.253 -1.266 0.20
H 0.975 2.515 -2.261 0.21
H -0.014 0.767 -0.181 0.40
H 2.553 0.285 1.009 0.22
H 2.787 1.650 2.013 0.24
H 1.266 0.694 2.139 0.23
```



<two>
The following is a DFT calculation (ωB97M-V/def2-TZVPD) of a cluster of 2 separate species, C6H14N2O2 in total.

The value obtained for the LUMO energy is 0.571 eV. As for the SMILES: CNC(C)=O.CNC(C)=O. The value obtained for the HOMO energy is -9.6 eV. The HOMO-LUMO gap comes out at 0.3730 Ha. Its charge is 0.

```
24
Properties=species:S:1:pos:R:3:nbo_charge:R:1
C 0.848 1.499 -1.633 -0.43
N -0.291 0.683 -1.274 -0.63
C -1.535 1.114 -1.651 0.67
C -2.880 0.523 -1.157 -0.70
O -1.647 2.024 -2.464 -0.64
H 1.394 1.641 -0.689 0.20
H 1.528 1.017 -2.332 0.20
H 0.626 2.532 -1.898 0.25
H -0.186 -0.043 -0.585 0.39
H -3.562 0.847 -1.914 0.25
H -2.860 -0.569 -1.289 0.21
H -2.985 0.840 -0.122 0.23
C -0.765 -1.372 2.049 -0.43
N 0.519 -1.403 1.374 -0.65
C 1.550 -0.510 1.586 0.68
C 2.769 -0.705 0.682 -0.71
O 1.523 0.385 2.401 -0.60
H -1.608 -0.845 1.579 0.19
H -0.997 -2.423 2.267 0.20
H -0.728 -0.919 3.041 0.23
H 0.355 -1.823 0.475 0.38
H 2.306 -0.600 -0.308 0.22
H 3.620 -0.134 0.997 0.25
H 3.006 -1.760 0.863 0.23
```



Stability order, top to bottom: <one>, <two>



<one>
The following is a DFT calculation (ωB97M-V/def2-TZVPD) of a cluster of 2 separate species, C6H14N2O2 in total.

The value obtained for the LUMO energy is 0.611 eV. As for the SMILES: CNC(C)=O.CNC(C)=O. The value obtained for the HOMO energy is -9.3 eV. The HOMO-LUMO gap comes out at 0.3660 Ha. Its charge is 0.

```
24
Properties=species:S:1:pos:R:3:nbo_charge:R:1
C 0.481 -1.941 -1.893 -0.43
N -0.519 -1.011 -1.427 -0.66
C -1.343 -1.360 -0.318 0.68
C -2.414 -0.417 0.131 -0.74
O -0.982 -2.290 0.371 -0.62
H 1.398 -1.355 -2.028 0.20
H 0.762 -2.750 -1.237 0.25
H 0.163 -2.360 -2.882 0.20
H -1.036 -0.397 -2.109 0.39
H -3.335 -1.022 -0.071 0.25
H -2.445 -0.376 1.231 0.26
H -2.364 0.610 -0.175 0.23
C 0.819 2.662 -0.388 -0.45
N 1.169 1.305 0.098 -0.65
C 1.117 1.102 1.497 0.68
C 1.131 -0.293 2.013 -0.74
O 0.883 2.067 2.200 -0.61
H -0.233 3.017 -0.206 0.19
H 1.350 3.355 0.346 0.23
H 1.249 2.865 -1.371 0.21
H 0.800 0.569 -0.486 0.40
H 0.989 -0.216 3.064 0.24
H 0.305 -0.911 1.667 0.25
H 2.054 -0.855 1.975 0.24
```



<two>
The following is a DFT calculation (ωB97M-V/def2-TZVPD) of a cluster of 2 separate species, C6H14N2O2 in total.

The value obtained for the LUMO energy is 0.547 eV. As for the SMILES: CNC(C)=O.CNC(C)=O. The value obtained for the HOMO energy is -9.8 eV. The HOMO-LUMO gap comes out at 0.3791 Ha. Its charge is 0.

```
24
Properties=species:S:1:pos:R:3:nbo_charge:R:1
C 0.733 -1.916 -1.281 -0.42
N -0.448 -1.164 -0.827 -0.64
C -1.684 -1.592 -1.223 0.69
C -2.780 -0.981 -0.317 -0.72
O -1.879 -2.288 -2.187 -0.61
H 0.637 -2.069 -2.357 0.23
H 1.617 -1.346 -1.022 0.19
H 0.772 -2.912 -0.844 0.19
H -0.296 -0.567 -0.031 0.40
H -2.477 -0.004 0.077 0.22
H -3.726 -0.714 -0.789 0.24
H -2.959 -1.800 0.365 0.23
C 0.315 0.743 2.429 -0.44
N 1.026 0.860 1.201 -0.65
C 1.256 2.074 0.600 0.68
C 1.811 2.055 -0.815 -0.72
O 0.838 3.086 1.130 -0.61
H -0.233 -0.202 2.579 0.20
H 0.752 1.028 3.387 0.21
H -0.570 1.403 2.293 0.22
H 1.526 0.015 0.941 0.39
H 2.899 1.975 -0.826 0.23
H 1.353 1.258 -1.372 0.23
H 1.516 3.059 -1.110 0.25
```



<three>
The following is a DFT calculation (ωB97M-V/def2-TZVPD) of the molecule C6H14N2O2.

The value obtained for the LUMO energy is 0.666 eV. The value obtained for the HOMO energy is -7.3 eV. The HOMO-LUMO gap comes out at 0.2943 Ha. Its charge is 0.

```
24
Properties=species:S:1:pos:R:3:nbo_charge:R:1
C 0.605 -0.867 -2.271 -0.25
C 2.389 -0.268 0.598 -0.72
C 1.239 0.698 0.671 0.77
O 0.346 0.202 -1.417 -0.70
O 1.346 1.894 0.729 -0.57
H 1.526 -1.397 -1.979 0.14
H -0.214 -1.606 -2.256 0.19
H 0.713 -0.518 -3.305 0.17
H 2.084 -1.262 0.276 0.22
H 2.855 -0.335 1.586 0.24
H 3.124 0.121 -0.102 0.26
C -0.780 0.736 2.127 -0.42
N -0.076 0.098 1.000 -0.54
C -1.127 0.065 -0.482 0.56
N -1.671 1.284 -0.802 -0.84
C -1.841 -1.086 -0.421 -0.80
H 0.005 -0.906 1.127 0.41
H -1.003 1.991 -1.067 0.41
H -2.445 1.599 -0.239 0.38
H -0.929 1.784 1.877 0.23
H -1.737 0.235 2.257 0.23
H -0.174 0.683 3.031 0.21
H -1.434 -2.006 -0.029 0.20
H -2.802 -1.141 -0.907 0.23
```



Stability order, top to bottom: <two>, <one>, <three>



<one>
The following is a DFT calculation (ωB97M-V/def2-TZVPD) of the molecule C4H10OS.

The value obtained for the LUMO energy is 0.714 eV. As for the SMILES: C[C@@H](O)[C@@H](C)S. The value obtained for the HOMO energy is -8.8 eV. The HOMO-LUMO gap comes out at 0.3489 Ha. Its charge is 0.

```
16
Properties=species:S:1:pos:R:3:nbo_charge:R:1
C -0.765 1.417 0.823 -0.66
C 0.281 0.708 -0.066 0.10
O 1.504 0.411 0.606 -0.73
C -0.425 -0.687 -0.481 -0.34
C 0.514 -1.471 -1.417 -0.63
S -0.833 -1.742 0.912 -0.04
H -1.092 0.935 1.765 0.22
H -1.753 1.721 0.322 0.23
H -0.324 2.409 1.171 0.20
H 0.349 1.358 -0.935 0.18
H 1.784 1.150 1.213 0.49
H -1.263 -0.410 -1.058 0.21
H 1.454 -1.125 -0.934 0.23
H 0.362 -2.507 -1.234 0.22
H 0.346 -1.200 -2.478 0.21
H -0.139 -0.966 1.790 0.14
```



<two>
The following is a DFT calculation (ωB97M-V/def2-TZVPD) of a cluster of 2 separate species, C4H10OS in total.

The value obtained for the LUMO energy is 0.530 eV. As for the SMILES: C=CO.CCS. The value obtained for the HOMO energy is -9.0 eV. The HOMO-LUMO gap comes out at 0.3519 Ha. Its charge is 0.

```
16
Properties=species:S:1:pos:R:3:nbo_charge:R:1
C 3.023 2.859 -1.573 -0.54
C 3.055 3.337 -0.337 0.18
O 2.091 3.228 0.627 -0.78
H 3.833 3.314 -2.132 0.21
H 2.155 2.467 -2.070 0.21
H 3.652 4.154 0.040 0.19
H 1.293 2.815 0.921 0.53
C -0.369 -1.721 -0.054 -0.63
C -1.818 -1.333 0.268 -0.48
S -2.824 -2.870 0.580 -0.07
H 0.079 -0.952 -0.682 0.21
H 0.095 -1.922 0.912 0.22
H -0.271 -2.676 -0.563 0.21
H -2.348 -0.857 -0.553 0.21
H -1.946 -0.757 1.179 0.22
H -2.305 -3.505 -0.460 0.11
```



<three>
The following is a DFT calculation (ωB97M-V/def2-TZVPD) of a cluster of 2 separate species, C4H10OS in total.

The value obtained for the LUMO energy (alpha / beta) is -2.246 / -2.248 eV. The value obtained for the HOMO energy (alpha / beta) is -9.1 / -9.1 eV. The HOMO-LUMO gap (alpha / beta) comes out at 0.2525 / 0.2535 Ha. Its charge is 0.

```
16
Properties=species:S:1:pos:R:3:nbo_charge:R:1
C 2.228 0.608 -0.468 -0.57
C 1.173 -1.460 0.316 -0.62
C -3.259 0.847 0.406 -0.86
C 0.864 -0.236 -0.557 0.10
O -0.116 0.536 -0.093 -0.50
S -2.358 -0.515 -0.226 0.33
H 2.113 1.382 -1.186 0.21
H 2.454 0.844 0.489 0.21
H 2.965 -0.001 -0.744 0.20
H 0.959 -1.045 1.419 0.20
H 2.118 -1.720 0.343 0.19
H 0.427 -2.231 0.111 0.21
H -4.384 0.701 0.334 0.27
H -2.940 1.848 -0.163 0.25
H -3.065 1.090 1.564 0.23
H 0.820 -0.649 -1.546 0.15
```



Stability order, top to bottom: <one>, <two>, <three>